A cluster of 9 separate species, C10H38N8O12 in total, computed with ωB97M-V/def2-TZVPD.

CARTESIAN COORDINATES (ANGSTROEM)
1 O -13.28 4.72 4.94
2 O -20.44 11.61 11.59
3 O -8.30 7.07 14.36
4 O -15.68 7.36 9.54
5 O -14.71 12.65 11.12
6 O -15.43 -2.89 5.34
7 O -17.65 3.61 12.57
8 O -10.50 6.75 6.62
9 O -19.62 3.37 5.07
10 O -21.81 9.30 10.28
11 O -12.40 12.82 13.00
12 O -14.58 0.02 5.08
13 N -19.22 2.62 7.23
14 N -9.97 6.27 13.23
15 N -19.65 4.74 6.75
16 N -15.35 5.78 8.02
17 N -15.69 4.36 13.30
18 N -9.98 5.95 15.44
19 N -16.41 2.56 14.00
20 N -13.74 6.53 9.19
21 C -9.36 6.49 14.35
22 C -12.83 11.72 12.29
23 C -14.43 11.78 12.13
24 C -16.65 3.52 13.22
25 C -19.56 3.52 6.31
26 C -15.32 -0.63 4.11
27 C -15.03 6.51 8.93
28 C -15.18 -2.11 4.17
29 C -20.51 9.33 10.79
30 C -19.71 10.60 10.77
31 H -20.47 9.00 11.83
32 H -13.38 7.10 9.95
33 H -19.79 5.05 7.70
34 H -10.86 5.83 13.04
35 H -12.30 11.36 11.41
36 H -20.85 12.31 11.07
37 H -9.39 6.64 12.49
38 H -14.96 12.02 13.04
39 H -17.17 1.94 14.22
40 H -19.40 10.88 9.76
41 H -11.49 12.74 13.30
42 H -19.29 2.91 8.20
43 H -13.10 6.14 8.51
44 H -15.48 13.15 11.41
45 H -19.91 5.35 5.99
46 H -14.17 -2.29 3.81
47 H -18.77 10.48 11.31
48 H -12.50 5.18 5.24
49 H -9.67 6.07 16.39
50 H -15.12 -0.26 3.10
51 H -12.58 10.93 13.00
52 H -10.27 7.65 6.84
53 H -14.67 10.74 11.87
54 H -16.35 -0.29 4.27
55 H -10.62 5.17 15.35
56 H -15.75 5.26 12.85
57 H -22.05 8.37 10.17
58 H -15.61 2.42 14.60
59 H -9.68 6.35 6.32
60 H -14.53 0.96 4.89
61 H -18.84 1.69 7.11
62 H -14.68 5.32 7.42
63 H -15.04 4.24 14.06
64 H -15.80 -2.57 3.40
65 H -19.95 8.61 10.19
66 H -16.33 5.61 7.82
67 H -16.35 -2.76 5.62
68 H -13.68 5.31 4.31

Properties
* HOMO-LUMO gap: 0.3387 hartree
* energy above the lowest of the compared OMol25 structures with the same formula, charge and spin: 483.0 kJ/mol
* total charge: 0
* HOMO level: -9.4380 eV
* total energy: -1744.67164 Eh
* SMILES: NC(N)=O.NC(N)=O.NC(N)=O.NC(N)=O.OCCO.OCCO.OCCO.O.O